Here is an isolated molecule of C2H5N3OS in a non-equilibrium geometry from the OMol25 dataset. Energies are from ωB97M-V/def2-TZVPD.

- SMILES = [H]/N=C/NC(=S)NO
- largest force on an atom (eV/Å) = 1.95
- DFT total energy (Eh) = -716.83108
- HOMO energy (eV) = -8.7
- HOMO-LUMO gap (eV) = 9.09
- relative energy (zero: lowest compared OMol25 entry of this formula, charge and spin) (kcal per mole) = 68.8

```
! wB97M-V def2-TZVPD RIJCOSX def2/J DEFGRID3
* xyz 0 1
C -0.327 -0.173 -0.230
C 1.365 1.679 -0.637
H -1.843 -1.572 1.002
H -2.222 0.626 -0.522
H -0.471 1.480 -1.441
H 1.528 2.540 -1.361
H 2.993 2.122 0.197
N -1.701 -0.245 -0.331
N 0.170 0.989 -0.814
N 2.216 1.440 0.269
O -2.479 -1.063 0.450
S 0.552 -1.313 0.616
*
```

---

Here is a 15-piece molecular cluster, H30O15 overall in a non-equilibrium geometry from the OMol25 dataset. Energies are from ωB97M-V/def2-TZVPD.

- largest force on an atom (eV/Å) = 3.87
- DFT total energy (Eh) = -1146.44266
- HOMO energy (eV) = -10.4
- HOMO-LUMO gap (eV) = 9.51
- relative energy (zero: lowest compared OMol25 entry of this formula, charge and spin) (kcal per mole) = 123.9

```
! wB97M-V def2-TZVPD RIJCOSX def2/J DEFGRID3
* xyz 0 1
H 1.191 -0.203 -0.174
H -0.257 0.220 0.012
H -1.765 0.374 2.073
H -0.280 0.202 1.800
H -4.232 -2.388 2.584
H -2.801 -2.507 2.085
H 2.315 3.576 -1.497
H 0.796 3.528 -1.468
H -2.757 -2.018 -2.283
H -1.662 -1.041 -2.675
H -3.715 -3.524 0.881
H -2.852 -2.606 0.031
H 5.012 1.964 0.494
H 4.000 1.319 1.427
H -0.968 1.919 -0.478
H -2.137 0.982 -0.220
H 5.622 0.278 -0.736
H 5.161 -1.074 -1.255
H 1.390 -0.769 2.894
H 0.715 -0.412 4.208
H 1.934 0.963 -3.547
H 1.584 -0.057 -2.477
H 2.639 -1.539 0.612
H 4.095 -1.475 0.181
H -3.759 1.470 -0.573
H -5.266 1.658 -0.626
H 1.031 -3.550 -1.248
H 0.030 -3.053 -2.278
H -3.513 3.982 1.391
H -2.608 2.988 0.681
O 0.588 0.533 -0.328
O -0.984 -0.094 2.388
O -3.605 -1.987 1.972
O 1.562 3.676 -0.903
O -2.034 -1.899 -2.908
O -2.807 -3.394 0.585
O 4.833 1.803 1.427
O -1.871 1.734 -0.761
O 5.423 -0.620 -0.446
O 1.580 -0.450 3.783
O 1.386 0.187 -3.388
O 3.537 -1.586 0.959
O -4.437 2.149 -0.655
O 0.974 -3.074 -2.085
O -3.089 3.812 0.542
*
```

---

Here is a 2-piece molecular cluster, C4H12 overall from the OMol25 dataset. Energies are from ωB97M-V/def2-TZVPD.

- SMILES = CC.CC
- largest force on an atom (eV/Å) = 0.82
- DFT total energy (Eh) = -159.58097
- HOMO energy (eV) = -11.7
- HOMO-LUMO gap (eV) = 12.84
- relative energy (zero: lowest compared OMol25 entry of this formula, charge and spin) (kcal per mole) = 2.5

```
! wB97M-V def2-TZVPD RIJCOSX def2/J DEFGRID3
* xyz 0 1
C 1.163 1.022 1.778
C 2.125 0.556 0.685
H 1.683 1.634 2.524
H 0.367 1.611 1.333
H 0.787 0.172 2.346
H 2.893 1.296 0.443
H 1.595 0.277 -0.222
H 2.684 -0.336 0.978
C -1.058 -0.930 -1.670
C -2.265 -0.655 -0.775
H -1.343 -0.764 -2.713
H -0.266 -0.191 -1.533
H -0.660 -1.928 -1.525
H -2.024 -0.728 0.284
H -3.044 -1.390 -0.978
H -2.637 0.354 -0.956
*
```

---

Here is C43H38FN4O4P2RuSSe2 as an isolated structure from the OMol25 dataset. Energies are from ωB97M-V/def2-TZVPD.

- largest force on an atom (eV/Å) = 0.87
- DFT total energy (Eh) = -8259.71344
- HOMO energy (eV) = -10.0
- HOMO-LUMO gap (eV) = 6.02
- relative energy (zero: lowest compared OMol25 entry of this formula, charge and spin) (kcal per mole) = 0.0

```
! wB97M-V def2-TZVPD RIJCOSX def2/J DEFGRID3
* xyz 1 1
Ru -1.461 -0.700 -0.681
Se 4.838 -2.553 0.545
P 4.453 -0.609 -0.102
C 4.769 0.632 1.196
C 4.688 0.229 2.527
C 4.944 1.124 3.551
C 5.298 2.432 3.255
C 5.396 2.839 1.933
C 5.135 1.944 0.907
C 5.374 -0.048 -1.554
C 6.526 -0.745 -1.895
C 7.300 -0.325 -2.968
C 6.923 0.785 -3.702
C 5.770 1.487 -3.365
C 4.998 1.072 -2.297
C 2.703 -0.424 -0.617
C 1.484 -0.486 0.040
N 0.537 -0.630 -0.921
N 1.141 -0.629 -2.095
N 2.422 -0.514 -1.940
P 0.940 -0.481 1.724
Se -1.221 -0.974 1.581
C 1.727 -1.789 2.655
C 2.431 -1.546 3.830
C 3.028 -2.602 4.502
C 2.917 -3.892 4.007
C 2.210 -4.135 2.836
C 1.617 -3.088 2.160
C 1.182 1.104 2.505
C 0.718 1.287 3.809
C 0.888 2.511 4.431
C 1.504 3.552 3.748
C 1.939 3.377 2.444
C 1.775 2.154 1.815
H 4.459 -0.807 2.747
H 4.887 0.797 4.580
H 5.516 3.128 4.053
H 5.694 3.851 1.696
H 5.240 2.272 -0.118
H 6.807 -1.620 -1.322
H 8.195 -0.872 -3.230
H 7.522 1.106 -4.543
H 5.473 2.352 -3.940
H 4.096 1.615 -2.052
H 2.539 -0.541 4.215
H 3.586 -2.413 5.408
H 3.388 -4.712 4.530
H 2.134 -5.140 2.446
H 1.082 -3.280 1.234
H 0.218 0.484 4.338
H 0.534 2.654 5.442
H 1.635 4.508 4.236
H 2.406 4.193 1.911
H 2.093 2.025 0.790
F -1.015 0.451 -6.367
C -1.256 -0.249 -5.255
C -0.417 -1.328 -4.974
C -0.622 -2.026 -3.817
C -1.699 -1.695 -2.958
C -1.937 -2.385 -1.701
C -2.559 -0.655 -3.324
C -2.324 0.103 -4.467
H 0.386 -1.562 -5.656
H 0.020 -2.856 -3.562
H -1.273 -3.216 -1.463
H -2.973 -2.579 -1.433
H -3.446 -0.474 -2.735
H -2.965 0.921 -4.758
C -9.899 -1.951 -1.819
C -8.587 -1.471 -1.275
C -8.533 -0.382 -0.404
C -7.327 0.072 0.094
C -6.154 -0.574 -0.283
C -6.182 -1.659 -1.144
C -7.400 -2.098 -1.635
S -4.660 0.011 0.412
O -4.704 0.049 1.841
O -3.611 -0.837 -0.172
N -4.581 1.540 -0.118
C -3.863 2.582 0.629
C -2.647 3.102 -0.140
C -1.674 1.984 -0.428
O -0.644 1.870 0.218
O -2.049 1.076 -1.313
H -10.731 -1.595 -1.216
H -9.937 -3.038 -1.851
H -10.043 -1.586 -2.837
H -9.449 0.114 -0.114
H -7.296 0.911 0.773
H -5.265 -2.160 -1.421
H -7.428 -2.947 -2.304
H -4.418 1.572 -1.118
H -3.572 2.184 1.602
H -4.562 3.402 0.801
H -2.122 3.837 0.467
H -2.982 3.580 -1.065
*
```

---

Here is C4H8N2 as an isolated structure in a non-equilibrium geometry from the OMol25 dataset. Energies are from ωB97M-V/def2-TZVPD.

- largest force on an atom (eV/Å) = 3.66
- DFT total energy (Eh) = -266.56359
- HOMO energy (eV) = -8.6
- HOMO-LUMO gap (eV) = 9.02
- relative energy (zero: lowest compared OMol25 entry of this formula, charge and spin) (kcal per mole) = 99.4

```
! wB97M-V def2-TZVPD RIJCOSX def2/J DEFGRID3
* xyz 0 1
C 1.146 -1.162 0.509
C -0.142 0.999 -0.149
C -0.664 -0.261 0.314
N 1.140 0.805 -0.732
C -1.847 -0.788 0.039
N -0.569 2.195 -0.025
H 1.159 1.008 -1.724
H 1.933 1.231 -0.270
H -1.525 2.205 0.327
H 1.365 -0.762 1.492
H 0.674 -2.133 0.541
H 2.031 -1.272 -0.109
H -2.582 -0.280 -0.582
H -2.118 -1.786 0.370
*
```

---

Here is an isolated molecule of C3H3N2OP in a non-equilibrium geometry from the OMol25 dataset. Energies are from ωB97M-V/def2-TZVPD.

- largest force on an atom (eV/Å) = 4.88
- DFT total energy (Eh) = -641.98766
- HOMO energy (alpha / beta) (eV) = -10.3 / -10.1
- HOMO-LUMO gap (alpha / beta) (eV) = 7.31 / 8.18
- relative energy (zero: lowest compared OMol25 entry of this formula, charge and spin) (kcal per mole) = 138.2

```
! wB97M-V def2-TZVPD RIJCOSX def2/J DEFGRID3
* xyz 0 1
C -0.637 -1.005 -0.382
C 0.619 -0.994 -0.173
C -1.558 0.539 0.060
N -0.695 1.340 0.427
N 2.392 1.175 -0.454
O -2.707 0.265 -0.056
P 1.104 0.786 0.271
H -1.366 -1.557 -0.919
H 1.544 -1.518 -0.316
H 1.304 0.969 1.541
*
```

---

What did the fourth record say?
Here is C43H38FN4O4P2RuSSe2 as an isolated structure from the OMol25 dataset. Energies are from ωB97M-V/def2-TZVPD.

- largest force on an atom (eV/Å) = 0.87
- DFT total energy (Eh) = -8259.71344
- HOMO energy (eV) = -10.0
- HOMO-LUMO gap (eV) = 6.02
- relative energy (zero: lowest compared OMol25 entry of this formula, charge and spin) (kcal per mole) = 0.0

```
! wB97M-V def2-TZVPD RIJCOSX def2/J DEFGRID3
* xyz 1 1
Ru -1.461 -0.700 -0.681
Se 4.838 -2.553 0.545
P 4.453 -0.609 -0.102
C 4.769 0.632 1.196
C 4.688 0.229 2.527
C 4.944 1.124 3.551
C 5.298 2.432 3.255
C 5.396 2.839 1.933
C 5.135 1.944 0.907
C 5.374 -0.048 -1.554
C 6.526 -0.745 -1.895
C 7.300 -0.325 -2.968
C 6.923 0.785 -3.702
C 5.770 1.487 -3.365
C 4.998 1.072 -2.297
C 2.703 -0.424 -0.617
C 1.484 -0.486 0.040
N 0.537 -0.630 -0.921
N 1.141 -0.629 -2.095
N 2.422 -0.514 -1.940
P 0.940 -0.481 1.724
Se -1.221 -0.974 1.581
C 1.727 -1.789 2.655
C 2.431 -1.546 3.830
C 3.028 -2.602 4.502
C 2.917 -3.892 4.007
C 2.210 -4.135 2.836
C 1.617 -3.088 2.160
C 1.182 1.104 2.505
C 0.718 1.287 3.809
C 0.888 2.511 4.431
C 1.504 3.552 3.748
C 1.939 3.377 2.444
C 1.775 2.154 1.815
H 4.459 -0.807 2.747
H 4.887 0.797 4.580
H 5.516 3.128 4.053
H 5.694 3.851 1.696
H 5.240 2.272 -0.118
H 6.807 -1.620 -1.322
H 8.195 -0.872 -3.230
H 7.522 1.106 -4.543
H 5.473 2.352 -3.940
H 4.096 1.615 -2.052
H 2.539 -0.541 4.215
H 3.586 -2.413 5.408
H 3.388 -4.712 4.530
H 2.134 -5.140 2.446
H 1.082 -3.280 1.234
H 0.218 0.484 4.338
H 0.534 2.654 5.442
H 1.635 4.508 4.236
H 2.406 4.193 1.911
H 2.093 2.025 0.790
F -1.015 0.451 -6.367
C -1.256 -0.249 -5.255
C -0.417 -1.328 -4.974
C -0.622 -2.026 -3.817
C -1.699 -1.695 -2.958
C -1.937 -2.385 -1.701
C -2.559 -0.655 -3.324
C -2.324 0.103 -4.467
H 0.386 -1.562 -5.656
H 0.020 -2.856 -3.562
H -1.273 -3.216 -1.463
H -2.973 -2.579 -1.433
H -3.446 -0.474 -2.735
H -2.965 0.921 -4.758
C -9.899 -1.951 -1.819
C -8.587 -1.471 -1.275
C -8.533 -0.382 -0.404
C -7.327 0.072 0.094
C -6.154 -0.574 -0.283
C -6.182 -1.659 -1.144
C -7.400 -2.098 -1.635
S -4.660 0.011 0.412
O -4.704 0.049 1.841
O -3.611 -0.837 -0.172
N -4.581 1.540 -0.118
C -3.863 2.582 0.629
C -2.647 3.102 -0.140
C -1.674 1.984 -0.428
O -0.644 1.870 0.218
O -2.049 1.076 -1.313
H -10.731 -1.595 -1.216
H -9.937 -3.038 -1.851
H -10.043 -1.586 -2.837
H -9.449 0.114 -0.114
H -7.296 0.911 0.773
H -5.265 -2.160 -1.421
H -7.428 -2.947 -2.304
H -4.418 1.572 -1.118
H -3.572 2.184 1.602
H -4.562 3.402 0.801
H -2.122 3.837 0.467
H -2.982 3.580 -1.065
*
```

---

- Among the records above, which one has the lowest relative energy (zero: lowest compared OMol25 entry of this formula, charge and spin)?
  C43H38FN4O4P2RuSSe2